Entry 1:
Computed, not measured: a cluster of 6 separate species, C36H88N4 in total at a distorted geometry, with ωB97M-V/def2-TZVPD.

Geometry as ORCA input:
```
! RIJCOSX wB97M-V def2-TZVPD def2/J DEFGRID3
* xyz 0 1
C -3.371 0.501 -5.309
C -2.619 -0.196 -4.255
N -1.220 0.252 -3.858
C -0.750 -0.099 -2.570
C -0.497 -1.616 -2.337
C -0.272 -0.080 -4.951
C 0.914 0.774 -4.813
H -4.285 -0.032 -5.640
H -2.775 0.720 -6.051
H -3.624 1.476 -5.063
H -2.558 -1.176 -4.516
H -3.231 -0.562 -3.414
H -1.498 0.165 -1.741
H -0.021 0.761 -2.191
H 0.281 -1.930 -3.029
H -1.296 -2.104 -2.550
H -0.326 -2.053 -1.315
H -0.779 0.233 -5.823
H -0.022 -1.027 -5.261
H 0.737 1.905 -4.305
H 1.789 0.656 -5.569
H 1.491 0.382 -3.787
C 2.452 2.448 -0.553
C 2.192 3.005 -1.939
N 3.011 4.170 -2.122
C 4.449 4.213 -1.704
C 5.282 3.084 -2.315
C 2.820 4.744 -3.486
C 1.528 5.311 -3.813
H 2.490 3.485 0.147
H 3.626 1.952 -0.612
H 1.516 1.739 -0.490
H 1.081 3.328 -1.995
H 2.407 2.424 -2.993
H 4.580 3.893 -0.725
H 4.990 5.128 -1.823
H 4.851 2.198 -2.440
H 6.141 3.002 -1.731
H 5.587 3.544 -3.350
H 2.964 4.054 -4.192
H 3.666 5.549 -3.741
H 1.217 6.004 -3.035
H 0.852 4.439 -4.295
H 1.363 5.802 -4.785
C 5.680 0.915 1.394
C 5.056 -0.484 1.036
N 3.817 -0.760 1.761
C 2.717 -1.546 1.020
C 3.092 -2.991 0.760
C 4.019 -1.298 3.080
C 2.938 -1.010 4.136
H 5.130 1.815 1.164
H 6.539 0.787 0.520
H 6.138 0.849 2.428
H 5.661 -1.286 1.153
H 4.792 -0.395 -0.124
H 2.555 -1.016 -0.161
H 1.735 -1.349 1.481
H 2.906 -3.441 1.826
H 4.049 -3.090 0.327
H 2.367 -3.594 0.229
H 4.847 -0.824 3.711
H 4.562 -2.343 3.261
H 1.944 -1.280 3.898
H 3.021 0.093 4.264
H 3.096 -1.431 5.090
C -1.416 -1.918 1.683
C -1.071 -0.385 1.521
N -0.635 0.198 2.834
C 0.220 1.414 2.740
C -0.412 2.581 2.028
C -1.731 0.344 3.811
C -1.268 0.588 5.290
H -0.572 -2.387 2.060
H -1.793 -2.568 0.832
H -2.109 -2.140 2.425
H -2.058 0.191 1.192
H -0.348 -0.138 0.665
H 1.152 1.097 2.149
H 0.782 1.569 3.682
H 0.328 3.510 2.113
H -1.328 2.886 2.352
H -0.220 2.458 0.852
H -2.426 -0.443 3.806
H -2.487 1.125 3.703
H -0.886 1.576 5.144
H -0.520 -0.222 5.474
H -2.128 0.525 6.059
C 0.802 -4.960 4.165
C -0.253 -5.998 3.573
C -1.059 -5.428 2.410
C -2.211 -6.393 1.790
C -2.844 -5.755 0.631
C -3.705 -6.673 -0.164
H 1.526 -4.872 3.502
H 1.079 -5.490 4.973
H 0.528 -3.915 4.385
H -0.670 -6.475 4.401
H 0.383 -6.914 3.083
H -0.572 -5.013 1.606
H -1.742 -4.687 2.967
H -3.062 -6.736 2.406
H -1.619 -7.148 1.397
H -1.926 -5.523 0.179
H -3.618 -4.842 0.938
H -4.794 -6.581 0.331
H -3.398 -7.640 -0.505
H -4.025 -6.186 -1.183
C -2.105 3.773 -2.533
C -2.845 3.746 -1.257
C -3.577 2.414 -0.842
C -4.326 2.537 0.438
C -5.218 1.256 0.726
C -5.805 1.273 2.141
H -1.693 4.670 -2.682
H -2.487 3.660 -3.487
H -1.243 3.271 -2.470
H -3.642 4.481 -1.421
H -2.124 4.117 -0.420
H -2.882 1.736 -0.991
H -4.192 2.210 -1.619
H -5.189 3.208 0.350
H -3.721 2.953 1.328
H -4.635 0.333 0.478
H -6.160 1.130 0.021
H -6.330 0.385 2.249
H -6.498 2.057 1.931
H -4.969 1.433 2.807
*
```

Calculated values
- Max |F|: 0.1465 hartree/bohr
- Total energy: -44702.0736 eV


Entry 2:
Computed, not measured: a cluster of 7 separate species, C17H44F3NO15S4 in total at a distorted geometry, with ωB97M-V/def2-TZVPD.

Geometry as ORCA input:
```
! RIJCOSX wB97M-V def2-TZVPD def2/J DEFGRID3
* xyz 0 1
N 0.618 20.611 -39.080
H 0.781 20.279 -40.019
H -0.254 21.086 -38.893
H 1.283 21.359 -38.943
H 0.754 19.810 -38.480
C 0.943 17.409 -36.709
O 1.229 18.050 -37.912
H 0.108 17.842 -36.157
H 0.587 16.417 -36.988
H 1.818 17.245 -36.081
O -2.504 15.714 -31.583
S -2.596 15.589 -33.055
O -2.581 14.252 -33.648
O -4.009 16.428 -33.540
C -4.654 16.006 -34.727
C -5.957 16.860 -34.857
C -1.350 16.582 -33.942
H -4.755 14.924 -34.815
H -3.976 16.218 -35.554
H -6.842 16.402 -34.416
H -6.259 16.836 -35.904
H -5.784 17.903 -34.588
H -1.512 16.379 -35.001
H -0.347 16.203 -33.742
H -1.381 17.582 -33.509
O 2.621 16.121 -31.304
S 2.692 16.427 -32.738
O 4.021 16.650 -33.310
O 1.777 15.292 -33.652
C 2.467 14.146 -34.104
C 1.538 13.635 -35.257
C 1.676 18.035 -32.938
H 2.536 13.330 -33.385
H 3.437 14.486 -34.465
H 1.235 14.448 -35.917
H 0.689 13.099 -34.834
H 2.095 12.884 -35.817
H 1.548 18.349 -33.974
H 2.166 18.729 -32.255
H 0.720 17.920 -32.428
O 4.881 15.120 -40.782
S 3.497 14.721 -40.619
O 2.473 14.990 -41.608
O 3.460 13.121 -40.325
C 4.531 12.489 -39.797
C 4.286 11.009 -39.750
C 2.754 15.325 -39.034
H 4.812 12.912 -38.832
H 5.423 12.621 -40.409
H 4.556 10.562 -40.707
H 3.260 10.662 -39.628
H 4.931 10.520 -39.020
H 2.933 14.564 -38.274
H 1.707 15.597 -39.167
H 3.252 16.270 -38.815
O 6.077 14.809 -36.782
S 6.541 16.089 -36.281
O 7.051 16.163 -34.935
O 7.827 16.694 -37.259
C 7.851 16.051 -38.552
C 8.697 14.688 -38.431
C 5.189 17.380 -36.499
H 8.379 16.771 -39.178
H 6.854 15.969 -38.986
H 9.696 14.960 -38.091
H 8.737 14.188 -39.399
H 8.138 14.032 -37.764
H 4.245 17.005 -36.102
H 5.024 17.653 -37.541
H 5.487 18.252 -35.917
C -3.688 17.778 -39.107
C -2.908 17.925 -37.900
O -3.460 18.858 -37.026
C -3.223 20.219 -37.286
O -2.390 20.624 -38.157
C -3.926 21.239 -36.287
F -4.698 21.989 -37.027
F -4.766 20.633 -35.428
F -3.088 21.958 -35.581
H -4.758 17.573 -39.079
H -3.285 16.973 -39.721
H -3.580 18.704 -39.673
H -1.844 18.105 -38.056
H -2.886 17.026 -37.284
*
```

Calculated values
- Max |F|: 0.1039 hartree/bohr
- Total energy: -102031.8700 eV


Entry 3:
Computed, not measured: the ion C16H21BrF9NO4P with charge +1 at a distorted geometry, with ωB97M-V/def2-TZVPD.

Geometry as ORCA input:
```
! RIJCOSX wB97M-V def2-TZVPD def2/J DEFGRID3
* xyz 1 1
C 1.871 1.660 -1.880
C 0.888 0.668 -1.270
C -0.670 0.863 -1.481
C -1.169 0.144 -2.765
C -2.546 -0.524 -2.752
C -3.709 0.441 -2.623
O -2.645 -1.198 -3.996
P -0.920 2.738 -1.453
O -1.233 2.907 -3.030
Br -2.937 3.068 -0.494
C -1.151 0.118 -0.320
N -0.248 -0.227 0.515
C 1.094 0.303 0.213
C 1.205 1.607 1.057
C 1.211 1.396 2.584
C -0.186 1.395 3.214
C -0.338 0.482 4.400
O -1.401 -0.010 4.689
O 0.787 0.279 5.117
C 2.296 -0.629 0.432
F 3.292 0.086 1.002
F 2.791 -1.091 -0.741
C 2.025 -1.881 1.323
F 1.081 -1.640 2.264
F 3.167 -2.177 1.964
C 1.618 -3.137 0.504
F 2.719 -3.715 -0.007
F 0.771 -2.766 -0.486
C 0.882 -4.204 1.382
F 0.881 -5.366 0.694
F -0.387 -3.829 1.618
F 1.539 -4.389 2.547
H 2.812 1.145 -2.024
H 2.068 2.530 -1.272
H 1.536 1.990 -2.856
H 1.054 -0.215 -1.881
H -0.464 -0.629 -3.049
H -1.181 0.840 -3.594
H -2.642 -1.318 -2.018
H -4.593 -0.092 -2.948
H -3.899 0.750 -1.604
H -3.583 1.285 -3.293
H -2.909 -0.574 -4.673
H -1.418 3.834 -3.214
H -2.163 -0.201 -0.133
H -0.553 -0.763 1.320
H 2.101 2.136 0.785
H 0.343 2.226 0.843
H 1.736 2.250 2.990
H 1.803 0.543 2.877
H -0.986 1.125 2.541
H -0.416 2.396 3.559
H 0.777 -0.632 5.427
*
```

Calculated values
- Max |F|: 0.0391 hartree/bohr
- Total energy: -130396.2255 eV


Entry 4:
Computed, not measured: a structure of composition C13H16BrN2NaOSSe3SiTe, with ωB97M-V/def2-TZVPD.

Geometry as ORCA input:
```
! RIJCOSX wB97M-V def2-TZVPD def2/J DEFGRID3
* xyz -2 1
Na -1.450 1.799 0.083
C 5.513 -0.644 -0.474
Si 4.020 0.354 -1.081
C 3.570 -0.372 -2.750
C 4.629 2.120 -1.257
C 2.673 0.167 0.204
C 2.876 -0.583 1.350
C 1.875 -0.718 2.310
C 0.676 -0.077 2.063
N 0.436 0.646 0.974
C 1.402 0.793 0.038
S 1.040 1.758 -1.349
H 6.326 -0.561 -1.202
H 5.276 -1.704 -0.362
H 5.888 -0.277 0.485
H 4.401 -0.260 -3.453
H 2.690 0.127 -3.153
H 3.348 -1.438 -2.655
H 5.482 2.164 -1.942
H 4.952 2.509 -0.287
H 3.831 2.759 -1.633
H 3.830 -1.076 1.510
H 2.019 -1.297 3.212
H -0.144 -0.136 2.773
O -6.350 -2.279 0.270
C -5.178 -1.678 0.035
C -4.388 -1.163 1.064
C -3.292 -0.408 0.730
N -2.902 -0.164 -0.533
C -3.603 -0.759 -1.469
Br -3.020 -0.457 -3.272
C -4.735 -1.525 -1.277
H -6.770 -1.810 1.059
H -4.707 -1.254 2.092
H -2.739 0.103 1.509
H -5.306 -1.917 -2.104
Se -2.858 2.763 2.422
Se -5.183 3.151 2.500
Te -6.643 1.635 1.092
Se -7.486 -0.288 2.479
*
```

Calculated values
- Max |F|: 0.0040 hartree/bohr
- Total energy: -315278.7991 eV


Entry 5:
Computed, not measured: a structure of composition C32H29Cl2MnN8O6S2, with ωB97M-V/def2-TZVPD.

Geometry as ORCA input:
```
! RIJCOSX wB97M-V def2-TZVPD def2/J DEFGRID3
* xyz -1 6
Mn -0.812 0.739 -0.894
C 2.357 0.095 4.005
C 1.612 -0.679 3.132
C 1.162 -0.133 1.936
C 1.465 1.174 1.615
C 2.211 1.961 2.484
C 2.652 1.419 3.678
N 0.962 1.628 0.341
N 1.374 2.730 -0.035
C 0.919 3.141 -1.342
C 1.561 4.276 -1.832
C 1.289 4.697 -3.121
C 0.383 3.963 -3.885
C -0.252 2.849 -3.350
C -0.030 2.397 -2.044
H 2.704 -0.321 4.943
H 1.361 -1.707 3.365
H 0.569 -0.735 1.256
H 2.429 2.986 2.215
H 3.225 2.031 4.364
H 2.279 4.794 -1.203
H 1.782 5.570 -3.531
H 0.172 4.268 -4.905
H -0.950 2.316 -3.990
N 5.196 -4.858 -2.519
C 3.946 -4.485 -2.002
C 3.864 -3.723 -0.838
C 2.633 -3.317 -0.353
C 1.471 -3.668 -1.027
C 1.541 -4.424 -2.189
C 2.774 -4.829 -2.673
S -0.093 -3.106 -0.419
O -1.079 -4.089 -0.778
O 0.116 -2.845 0.988
N -0.312 -1.677 -1.122
C -0.913 -1.628 -2.338
N -0.919 -2.655 -3.215
C -1.617 -2.491 -4.323
C -2.322 -1.335 -4.628
C -2.177 -0.300 -3.726
N -1.459 -0.420 -2.623
H 5.936 -4.902 -1.838
H 5.179 -5.668 -3.116
H 4.773 -3.449 -0.312
H 2.562 -2.725 0.550
H 0.623 -4.673 -2.703
H 2.834 -5.421 -3.580
H -1.605 -3.329 -5.016
H -2.911 -1.231 -5.527
H -2.646 0.666 -3.884
N -4.929 3.793 0.005
C -3.774 3.386 -0.595
N -2.683 4.128 -0.327
S -3.742 2.105 -1.659
H -4.883 4.337 0.850
H -5.698 3.153 -0.084
H -2.667 4.687 0.510
H -1.807 3.681 -0.562
O -1.714 1.786 1.211
C -2.009 0.588 1.459
O -2.115 -0.289 0.565
C -2.201 0.189 2.895
C -2.012 -1.137 3.258
C -2.136 -1.547 4.591
C -2.467 -0.580 5.505
O -2.655 -0.723 6.861
C -3.034 0.565 7.341
O -2.965 1.487 6.260
C -2.653 0.737 5.143
C -2.519 1.163 3.850
H -1.747 -1.850 2.486
H -1.976 -2.575 4.887
H -2.344 0.876 8.128
H -4.057 0.523 7.723
H -2.630 2.198 3.557
Cl 2.413 0.452 -5.066
C 3.267 0.101 -3.545
Cl 2.182 -0.424 -2.274
H 3.764 1.009 -3.226
H 3.971 -0.700 -3.738
*
```

Calculated values
- <S²>: 8.76
- Max |F|: 0.0150 hartree/bohr
- Total energy: -135899.7788 eV


Entry 6:
Computed, not measured: the molecule C4H4N4 at a distorted geometry, with ωB97M-V/def2-TZVPD.

Geometry as ORCA input:
```
! RIJCOSX wB97M-V def2-TZVPD def2/J DEFGRID3
* xyz 0 1
H -2.072 1.573 1.407
N -1.104 1.573 1.498
C -0.474 0.532 0.971
C 0.915 0.334 0.769
N 1.608 0.307 -0.333
C 1.050 0.096 -1.467
C -0.048 -0.737 -1.586
N -0.834 -1.328 -0.517
N -1.054 -0.766 0.720
H 1.393 -0.179 1.889
H 1.828 -0.069 -2.340
H -0.121 -1.181 -2.658
*
```

Calculated values
- Max |F|: 0.1150 hartree/bohr
- Total energy: -10167.3858 eV